No. 1
# CH2S2

CH2S2 in the gas phase at a distorted geometry (ωB97M-V with the def2-TZVPD basis set, the OMol25 dataset).

Each line ends with the Mulliken charge.
Element x y z (Å)
S -1.14 -1.64 0.20  -0.230
C -0.20 -0.33 0.32  -0.182
S 0.78 0.19 -1.00  -0.094
H -0.31 0.29 1.10  0.362
H 0.86 1.49 -0.61  0.145

- net charge = 0
- E_LUMO (eV) = -0.4
- SMILES = S=CS
- orbital gap (hartree) = 0.3140
- HOMO energy (eV) = -8.94
- strongest force on any atom (eV/A) = 4.0
- ΔE to the lowest compared entry with this formula, charge and spin (kcal per mole) = 6.0



No. 2
# CH2S2

2 unconnected molecules or ions with the total composition CH2S2 at a distorted geometry (ωB97M-V with the def2-TZVPD basis set, the OMol25 dataset).

Each line ends with the Mulliken charge.
Element x y z (Å)
C -0.32 0.04 -0.16  -0.438
S 1.15 -1.01 0.10  -0.075
S 1.13 1.03 0.04  -0.064
H -0.85 0.05 -1.10  0.331
H -1.10 -0.11 1.12  0.246

- net charge = 0
- E_LUMO (eV) = 0.2
- orbital gap (hartree) = 0.3175
- HOMO energy (eV) = -8.43
- strongest force on any atom (eV/A) = 5.0
- ΔE to the lowest compared entry with this formula, charge and spin (kcal per mole) = 36.3



No. 3
# CH2S3

2 unconnected molecules or ions with the total composition CH2S3 at a distorted geometry (ωB97M-V with the def2-TZVPD basis set, the OMol25 dataset).

Each line ends with the Mulliken charge.
Element x y z (Å)
C 0.63 0.01 0.42  -0.142
S 0.22 0.86 1.86  -0.018
S 0.35 -1.23 1.56  -0.038
S -1.50 0.58 -1.39  -0.325
H 1.40 0.20 -0.29  0.432
H -1.08 -0.43 -2.16  0.091

- net charge = 0
- E_LUMO (spin up / spin down) (eV) = -1.8 / -1.8
- orbital gap (spin up / spin down) (hartree) = 0.2512 / 0.2512
- HOMO energy (spin up / spin down) (eV) = -8.61 / -8.61
- strongest force on any atom (eV/A) = 2.4
- ΔE to the lowest compared entry with this formula, charge and spin (kcal per mole) = 76.7



No. 4
# CH32O14

15 unconnected molecules or ions with the total composition CH32O14 at a distorted geometry (ωB97M-V with the def2-TZVPD basis set, the OMol25 dataset).

Each line ends with the Mulliken charge.
Element x y z (Å)
C -1.01 2.04 -0.08  -0.136
H -0.89 2.01 -1.15  -0.070
H -0.55 1.09 0.20  -0.107
H -2.02 2.25 0.25  0.429
H -0.21 2.73 0.18  -0.095
H 2.46 -0.53 0.08  0.189
H 1.30 0.12 -0.67  0.331
O 2.26 0.17 -0.53  -0.607
H -1.41 1.83 -2.88  0.251
H -1.00 1.24 -4.28  0.276
O -0.97 1.10 -3.33  -0.585
H 1.02 3.02 2.05  0.324
H 0.49 2.55 3.39  0.299
O 1.14 2.31 2.73  -0.714
H 1.51 4.28 0.84  0.454
H 0.03 4.43 0.63  0.325
O 0.69 4.55 1.32  -0.691
H -1.32 -0.56 -3.12  0.458
H -1.67 -1.69 -2.20  0.437
O -1.27 -1.54 -3.08  -0.796
H 0.49 0.58 2.00  0.269
H -0.10 -0.77 2.46  0.334
O 0.42 -0.35 1.74  -0.370
H 1.88 -2.07 -2.14  0.297
H 0.32 -2.25 -2.43  0.374
O 1.08 -2.54 -1.89  -0.658
H 2.99 3.61 -1.05  0.285
H 2.30 2.47 -0.30  0.351
O 2.13 3.35 -0.68  -0.660
H 1.76 -2.00 1.26  0.225
H 1.45 -2.78 -0.03  0.409
O 1.42 -2.84 0.94  -0.678
H 2.26 0.51 -3.35  0.329
H 1.10 -0.41 -3.90  0.264
O 1.92 0.05 -4.11  -0.636
H -3.26 -0.99 0.88  0.464
H -4.24 -0.02 1.70  0.289
O -3.58 -0.71 1.76  -0.603
H -2.10 -2.27 0.23  0.425
H -3.38 -1.93 -0.59  0.304
O -2.43 -1.79 -0.57  -0.900
H -0.35 -3.24 1.57  0.291
H -1.70 -3.57 2.17  0.269
O -1.30 -3.07 1.45  -0.596
H -0.10 -0.06 4.66  0.310
H 0.40 -1.44 4.55  0.333
O -0.35 -0.90 4.26  -0.692

- net charge = 0
- E_LUMO (eV) = 0.1
- orbital gap (hartree) = 0.3971
- HOMO energy (eV) = -10.67
- strongest force on any atom (eV/A) = 2.2
- ΔE to the lowest compared entry with this formula, charge and spin (kcal per mole) = 0.0



No. 5
# CH32O19

17 unconnected molecules or ions with the total composition CH32O19 at a distorted geometry (ωB97M-V with the def2-TZVPD basis set, the OMol25 dataset).

Each line ends with the Mulliken charge.
Element x y z (Å)
C 0.43 -20.49 -11.80  0.203
O -0.25 -21.20 -12.85  -0.637
O 1.10 -19.45 -12.13  1.223
O 0.13 -20.91 -10.64  0.882
O -1.00 -17.76 -11.85  -0.771
H -1.82 -18.16 -12.05  0.434
H -0.40 -18.51 -11.86  -0.027
O 1.54 -20.88 -14.58  -0.715
H 1.45 -21.55 -15.22  0.260
H 0.80 -20.89 -13.89  -0.168
O 0.54 -18.05 -14.42  -0.730
H 0.89 -18.50 -13.60  0.132
H 0.11 -18.74 -14.90  0.327
O -0.64 -21.91 -8.29  -0.699
H 0.05 -22.51 -8.11  0.250
H -0.44 -21.29 -9.04  0.431
O -2.25 -22.05 -10.82  -0.835
H -1.44 -21.49 -10.97  0.260
H -2.07 -22.97 -10.75  0.334
O 0.58 -23.62 -13.08  -0.851
H 0.26 -22.70 -13.11  0.347
H 0.74 -23.70 -12.09  0.549
O -2.73 -19.81 -12.66  -0.746
H -3.31 -20.38 -13.15  0.367
H -1.93 -20.33 -12.85  0.048
O 4.11 -19.75 -12.32  -0.635
H 4.65 -18.99 -12.48  0.288
H 3.41 -19.55 -12.96  0.268
O -3.13 -23.39 -13.32  -0.775
H -2.89 -23.29 -12.38  0.360
H -2.51 -22.79 -13.71  0.457
O 3.18 -22.84 -12.51  -0.689
H 2.88 -23.76 -12.62  0.307
H 2.48 -22.32 -12.98  0.408
O -0.13 -18.78 -9.40  -0.742
H 0.77 -18.69 -9.04  0.293
H 0.03 -19.62 -9.83  0.132
O 2.61 -17.32 -11.65  -0.788
H 1.95 -16.64 -11.91  0.346
H 2.10 -18.12 -11.70  0.258
O -1.85 -21.67 -14.61  -0.859
H -1.08 -21.46 -13.96  0.587
H -1.34 -22.05 -15.38  0.307
O 2.43 -21.88 -8.30  -0.574
H 2.62 -21.41 -9.08  0.316
H 3.13 -22.07 -7.76  0.234
O 2.73 -19.67 -10.01  -0.898
H 3.45 -19.39 -10.56  0.318
H 1.99 -19.73 -10.65  -0.132
O 0.83 -23.43 -10.46  -0.736
H 1.70 -23.52 -10.08  0.326
H 0.70 -22.48 -10.50  -0.244

- net charge = -2
- E_LUMO (eV) = 4.9
- orbital gap (hartree) = 0.3208
- HOMO energy (eV) = -3.80
- strongest force on any atom (eV/A) = 5.1
- ΔE to the lowest compared entry with this formula, charge and spin (kcal per mole) = 38.9



No. 6
# CH37NO19

18 unconnected molecules or ions with the total composition CH37NO19 at a distorted geometry (ωB97M-V with the def2-TZVPD basis set, the OMol25 dataset).

Each line ends with the Mulliken charge.
Element x y z (Å)
N 0.42 0.76 0.79  0.779
C -0.08 -0.46 0.52  0.528
O 0.79 -1.43 0.96  -0.688
O -0.85 -0.72 -0.38  -0.373
H 1.27 0.89 1.31  -0.032
H -0.20 1.53 0.64  -0.249
H 3.11 2.52 -0.30  0.263
H -0.54 -2.80 -1.21  0.143
H -0.85 -3.73 -0.15  0.506
O -1.16 -3.52 -1.05  -0.623
H -2.63 -2.36 -3.44  0.280
H -3.05 -2.30 -2.05  0.296
O -2.58 -1.75 -2.69  -0.643
H 0.11 1.38 -3.92  0.280
H 1.20 1.37 -2.91  0.291
O 0.91 0.89 -3.70  -0.627
H 0.03 4.74 -0.57  0.262
H 1.68 2.66 -0.90  0.336
O 2.58 2.50 -1.09  -0.573
H 3.67 1.09 2.06  0.345
H 3.04 2.46 2.11  0.246
O 2.87 1.55 2.36  -0.648
H -1.51 -4.37 1.50  0.310
H -0.41 -3.66 2.24  0.320
O -1.17 -3.48 1.66  -0.615
H 0.73 -2.28 0.52  0.271
H 3.17 -0.85 0.93  0.351
O 3.87 -0.26 0.64  -0.695
H -2.48 0.59 3.89  0.269
H -0.96 0.17 3.91  0.364
O -1.59 0.87 3.68  -0.585
H -1.17 3.02 1.66  0.314
H -2.34 3.92 1.60  0.339
O -1.37 3.96 1.57  -0.677
H -4.31 -0.94 1.55  0.263
H -2.83 -0.34 1.50  0.366
O -3.66 -0.39 1.96  -0.647
H -2.51 1.18 -0.31  0.243
H -3.62 1.83 0.61  0.267
O -2.71 1.87 0.32  -0.546
H 1.48 0.44 3.71  0.292
H 0.42 0.94 4.63  0.328
O 1.01 0.20 4.50  -0.709
H 0.86 -2.29 -2.77  0.363
H 0.66 -1.10 -3.64  0.380
O 1.27 -1.86 -3.54  -0.756
H 3.78 0.07 -0.26  0.340
H 2.91 -1.43 -2.83  0.250
O 3.56 -0.72 -2.67  -0.660
H 2.31 -1.59 -0.93  0.326
H 2.64 -2.83 -1.72  0.313
O 2.18 -2.55 -0.93  -0.655
H -0.64 3.57 -0.02  0.461
H 3.06 0.03 -2.98  0.348
O 0.06 3.78 -0.68  -0.665
H -3.52 -0.30 -1.90  0.372
H -4.02 0.82 -2.69  0.286
O -4.07 0.49 -1.79  -0.627

- net charge = 0
- E_LUMO (eV) = 0.0
- orbital gap (hartree) = 0.3894
- HOMO energy (eV) = -10.60
- strongest force on any atom (eV/A) = 4.2
- ΔE to the lowest compared entry with this formula, charge and spin (kcal per mole) = 0.0



What did the third record say?
# CH2S3

2 unconnected molecules or ions with the total composition CH2S3 at a distorted geometry (ωB97M-V with the def2-TZVPD basis set, the OMol25 dataset).

Each line ends with the Mulliken charge.
Element x y z (Å)
C 0.63 0.01 0.42  -0.142
S 0.22 0.86 1.86  -0.018
S 0.35 -1.23 1.56  -0.038
S -1.50 0.58 -1.39  -0.325
H 1.40 0.20 -0.29  0.432
H -1.08 -0.43 -2.16  0.091

- net charge = 0
- E_LUMO (spin up / spin down) (eV) = -1.8 / -1.8
- orbital gap (spin up / spin down) (hartree) = 0.2512 / 0.2512
- HOMO energy (spin up / spin down) (eV) = -8.61 / -8.61
- strongest force on any atom (eV/A) = 2.4
- ΔE to the lowest compared entry with this formula, charge and spin (kcal per mole) = 76.7